Here is an isolated molecule of C5H8 in a non-equilibrium geometry from the Open Molecules 2025 dataset. Energies are from wB97M-V/def2-TZVPD.

Results
- Energy above the lowest of the compared OMol25 structures with the same formula, charge and spin: 52.7 kcal/mol
- Energy: -5311.8837 eV
- LUMO energy: 1.3 eV
- Orbital gap: 10.29 eV
- SMILES: C=CC1CC1
- F_max: 3.8 eV/A
- Net charge: 0
- Multiplicity: 1

XYZ file:
```
13
C5H8 (wB97M-V/def2-TZVPD)
C -0.93058 -0.77944 -1.59567
C -0.06231 0.25906 -1.31487
C 0.63843 0.41107 -0.03740
C -0.03638 0.80354 1.28606
C 0.65778 -0.53303 1.14333
H -1.33397 -1.59978 -0.74432
H -1.30722 -0.92486 -2.63851
H 0.35293 0.96947 -2.19182
H 1.53751 1.02918 -0.07842
H -1.11739 0.74155 1.31759
H 0.25479 1.72221 1.90214
H 1.47239 -0.85988 1.87423
H -0.12598 -1.23909 1.07765
```



Here is an isolated molecule of C5H8 in a non-equilibrium geometry from the Open Molecules 2025 dataset. Energies are from wB97M-V/def2-TZVPD.

Results
- Energy above the lowest of the compared OMol25 structures with the same formula, charge and spin: 32.8 kcal/mol
- Energy: -5312.7467 eV
- LUMO energy: 1.2 eV
- Orbital gap: 10.06 eV
- SMILES: CC1=CCC1
- F_max: 3.8 eV/A
- Net charge: 0
- Multiplicity: 1

XYZ file:
```
13
C5H8 (wB97M-V/def2-TZVPD)
C -1.93908 0.12366 -0.05633
C -0.42622 0.05926 0.01985
C 0.44778 1.06051 -0.17844
C 1.68046 0.13026 -0.04507
C 0.64343 -0.97251 0.23214
H -2.26583 1.18598 0.13221
H -2.40045 -0.52889 0.68057
H -2.12054 -0.24511 -1.10148
H 0.38991 2.06643 -0.31861
H 2.21119 0.03892 -0.93735
H 2.49033 0.33150 0.67735
H 0.70503 -1.42031 1.29918
H 0.58400 -1.82972 -0.40403
```



Here is a structure of composition C5H8 in a non-equilibrium geometry from the Open Molecules 2025 dataset. Energies are from wB97M-V/def2-TZVPD.

Results
- Energy above the lowest of the compared OMol25 structures with the same formula, charge and spin: 82.8 kcal/mol
- Energy: -5310.5782 eV
- LUMO energy: 1.1 eV
- Orbital gap: 10.15 eV
- F_max: 6.3 eV/A
- Net charge: 0
- Multiplicity: 1

XYZ file:
```
13
C5H8 (wB97M-V/def2-TZVPD)
C 0.42955 -0.93269 -2.54304
C 0.17755 -0.84516 -1.36241
C 1.32808 -0.43781 0.73117
C -1.43301 0.88272 0.15156
C -0.07157 -0.55700 0.03612
H 0.54961 -0.95576 -3.60542
H 2.21411 -0.56860 0.03539
H 1.55646 -1.13209 1.57638
H 1.50334 0.67691 0.99384
H -2.39186 0.39288 0.41303
H -1.08371 1.53510 0.80612
H -1.36558 1.22066 -0.88401
H -0.81076 -1.14777 0.47485
```



Here is an isolated molecule of C5H8 in a non-equilibrium geometry from the Open Molecules 2025 dataset. Energies are from wB97M-V/def2-TZVPD.

Results
- Energy above the lowest of the compared OMol25 structures with the same formula, charge and spin: 81.8 kcal/mol
- Energy: -5310.6179 eV
- LUMO energy: 0.8 eV
- Orbital gap: 9.90 eV
- SMILES: CC#CCC
- F_max: 5.1 eV/A
- Net charge: 0
- Multiplicity: 1

XYZ file:
```
13
C5H8 (wB97M-V/def2-TZVPD)
C 2.19990 0.29335 -0.48069
C 0.93452 0.10438 0.18273
C 0.18877 -0.55003 0.90206
C -1.25655 -0.58747 0.86929
C -1.56365 0.11455 -0.36458
H 2.98561 0.38405 0.26680
H 2.43777 -0.57000 -1.10078
H 2.22717 1.18809 -1.09914
H -1.65706 -1.59224 0.83596
H -1.66101 -0.06717 1.72804
H -0.89841 1.19581 -0.01361
H -2.53750 0.53930 -0.45596
H -1.39956 -0.45262 -1.27012
```



Here is an isolated molecule of C5H8 in a non-equilibrium geometry from the Open Molecules 2025 dataset. Energies are from wB97M-V/def2-TZVPD.

Results
- Energy above the lowest of the compared OMol25 structures with the same formula, charge and spin: 68.6 kcal/mol
- Energy: -5311.1939 eV
- LUMO energy: 1.0 eV
- Orbital gap: 9.43 eV
- SMILES: C=C=CCC
- F_max: 3.0 eV/A
- Net charge: 0
- Multiplicity: 1

XYZ file:
```
13
C5H8 (wB97M-V/def2-TZVPD)
C 2.23819 -0.39319 -0.57322
C 1.39060 -0.18203 0.38311
C 0.30472 -0.16213 1.08332
C -0.80886 0.65497 0.48230
C -1.49596 -0.01347 -0.69934
H 2.07279 -1.48494 -0.27029
H 2.98650 0.36351 -0.84269
H 0.21294 -0.72325 1.99865
H -0.37943 1.61117 0.15330
H -1.51368 0.87926 1.28398
H -0.78192 -0.19011 -1.51311
H -1.92097 -0.97836 -0.41108
H -2.30492 0.61856 -1.07493
```



Here is an isolated molecule of C5H8 in a non-equilibrium geometry from the Open Molecules 2025 dataset. Energies are from wB97M-V/def2-TZVPD.

Results
- Energy above the lowest of the compared OMol25 structures with the same formula, charge and spin: 44.7 kcal/mol
- Energy: -5312.2285 eV
- LUMO energy: 1.0 eV
- Orbital gap: 9.81 eV
- SMILES: C=C=CCC
- F_max: 1.8 eV/A
- Net charge: 0
- Multiplicity: 1

XYZ file:
```
13
C5H8 (wB97M-V/def2-TZVPD)
C -1.29108 -1.75585 1.02316
C -0.15741 -1.20724 0.72893
C 0.84039 -0.43063 0.46058
C 0.73298 0.42031 -0.77677
C -0.26384 1.55992 -0.63625
H -1.41929 -1.36259 2.03798
H -1.67593 -2.67977 0.60117
H 1.71922 -0.44256 1.09051
H 0.43316 -0.23065 -1.60847
H 1.73592 0.77898 -1.00961
H -1.26501 1.16791 -0.42154
H 0.02460 2.21721 0.18861
H -0.31089 2.14386 -1.55840
```